Record 1
Formula: C59H58F6Ge2NNaOS4
Source: the OMol25 dataset
Level of theory: ωB97M-V/def2-TZVPD

XYZ file:
```
132
C59H58F6Ge2NNaOS4 | the OMol25 dataset | ωB97M-V/def2-TZVPD
Na -1.726 0.900 -2.551
C 2.881 5.834 0.232
C 3.201 4.408 -0.138
C 2.933 3.931 -1.413
C 3.277 2.639 -1.799
C 3.019 2.180 -3.208
C 3.878 1.792 -0.862
C 4.146 2.249 0.430
C 4.818 1.356 1.441
C 3.811 3.553 0.772
C 4.346 0.434 -1.281
C 5.714 0.346 -1.549
C 6.293 -0.843 -1.955
C 5.486 -1.957 -2.111
C 4.116 -1.886 -1.869
C 3.520 -0.690 -1.427
Ge 1.518 -0.596 -1.222
S 0.636 -0.404 -3.149
S 0.674 -2.233 0.105
Ge -0.632 -0.552 0.911
S -2.546 -0.372 -0.006
S 0.895 1.017 0.270
C -0.812 -0.696 2.923
C -0.922 0.429 3.767
C -1.057 0.266 5.148
C -1.096 -0.989 5.726
C -1.018 -2.100 4.907
C -0.891 -1.964 3.527
C -0.862 -3.235 2.736
C 0.328 -3.947 2.590
C 1.624 -3.461 3.185
C 0.332 -5.122 1.842
C -0.820 -5.605 1.248
C -0.795 -6.828 0.369
C -2.010 -4.915 1.455
C -2.057 -3.745 2.200
C -3.376 -3.056 2.421
C -0.921 1.851 3.304
C -2.125 2.490 2.984
C -3.442 1.772 3.081
C -2.091 3.829 2.600
C -0.907 4.549 2.563
C -0.886 5.985 2.109
C 0.265 3.911 2.949
C 0.273 2.576 3.324
C 1.560 1.913 3.726
C 3.331 -3.137 -2.118
C 2.817 -3.414 -3.387
C 3.038 -2.505 -4.566
C 2.071 -4.578 -3.567
C 1.849 -5.472 -2.534
C 0.988 -6.692 -2.733
C 2.435 -5.216 -1.299
C 3.182 -4.070 -1.081
C 3.842 -3.830 0.249
H 2.200 6.281 -0.492
H 3.791 6.440 0.257
H 2.417 5.898 1.218
H 2.443 4.578 -2.133
H 2.685 3.013 -3.827
H 2.247 1.405 -3.239
H 3.923 1.752 -3.649
H 4.635 0.304 1.228
H 4.455 1.571 2.444
H 5.902 1.512 1.436
H 4.020 3.905 1.779
H 6.321 1.238 -1.432
H 7.357 -0.898 -2.156
H 5.909 -2.900 -2.442
H -1.138 1.155 5.765
H -1.193 -1.099 6.800
H -1.058 -3.099 5.329
H 1.488 -2.557 3.775
H 2.330 -3.232 2.385
H 2.067 -4.230 3.823
H 1.270 -5.651 1.702
H 0.174 -7.326 0.411
H -0.985 -6.547 -0.670
H -1.565 -7.545 0.661
H -2.929 -5.296 1.019
H -4.197 -3.767 2.304
H -3.506 -2.251 1.692
H -3.434 -2.611 3.415
H -3.518 1.211 4.015
H -3.545 1.062 2.255
H -4.268 2.483 3.027
H -3.019 4.317 2.318
H -1.895 6.398 2.064
H -0.452 6.065 1.109
H -0.285 6.605 2.779
H 1.202 4.458 2.945
H 2.353 2.654 3.838
H 1.862 1.197 2.957
H 1.455 1.366 4.665
H 3.882 -1.835 -4.411
H 2.155 -1.882 -4.714
H 3.216 -3.095 -5.469
H 1.643 -4.776 -4.545
H 0.681 -6.788 -3.775
H 0.084 -6.624 -2.123
H 1.515 -7.604 -2.444
H 2.292 -5.918 -0.483
H 3.667 -4.671 0.922
H 3.443 -2.926 0.714
H 4.920 -3.691 0.132
C -1.475 3.538 -1.355
C -2.379 3.625 -2.606
O -2.520 2.499 -3.299
C -1.787 4.743 -3.523
F -2.400 4.828 -4.715
F -0.483 4.507 -3.779
F -1.837 5.997 -2.983
C -3.783 4.111 -2.117
F -3.767 5.192 -1.286
F -4.393 3.130 -1.422
F -4.611 4.438 -3.131
H -0.465 3.252 -1.650
H -1.866 2.780 -0.674
H -1.427 4.487 -0.823
N -3.959 -0.403 -3.757
C -4.983 -0.134 -3.314
C -6.199 0.329 -2.707
C -7.368 0.448 -3.454
C -8.529 0.885 -2.839
C -8.524 1.203 -1.487
C -7.353 1.091 -0.749
C -6.185 0.655 -1.353
H -7.354 0.205 -4.508
H -9.440 0.982 -3.417
H -9.434 1.543 -1.009
H -7.345 1.349 0.302
H -5.258 0.573 -0.797
```

The value obtained for the total energy is -242768.5780 eV. The charge is -2. For the highest occupied orbital energy, the calculation gives -2.45 eV. The value obtained for the energy relative to the best compared isomer or geometry (same formula, charge and spin) is 26.2 kJ/mol.

Atomic partial charges in e from the Mulliken method, atoms 1 to 2: Na 0.761; C -1.594


Record 2
Formula: C59H60BBiN4O6P2Si
Source: the OMol25 dataset
Level of theory: ωB97M-V/def2-TZVPD

XYZ file:
```
134
C59H60BBiN4O6P2Si | the OMol25 dataset | ωB97M-V/def2-TZVPD
Bi -1.017 -0.298 -0.495
C -1.737 0.473 -4.103
Si -1.020 1.316 -2.593
C -1.823 3.067 -2.567
C -1.163 3.869 -3.518
C -1.498 5.183 -3.785
C -2.554 5.759 -3.103
C -3.256 4.989 -2.197
C -2.917 3.658 -1.896
P -4.129 3.145 -0.579
C -4.132 1.349 -0.297
C -4.506 0.527 -1.365
C -4.748 -0.821 -1.169
C -4.653 -1.368 0.105
C -4.318 -0.558 1.176
C -4.061 0.795 0.981
C -3.285 3.794 0.916
C -2.036 3.346 1.342
C -1.431 3.895 2.460
C -2.068 4.904 3.173
C -3.313 5.355 2.763
C -3.918 4.800 1.641
C 0.827 1.652 -2.943
C 1.314 1.503 -4.245
C 2.637 1.763 -4.564
C 3.510 2.214 -3.582
C 3.051 2.372 -2.285
C 1.732 2.063 -1.954
P 1.122 2.242 -0.231
C 2.458 1.591 0.833
C 2.393 1.887 2.197
C 3.333 1.383 3.078
C 4.346 0.551 2.614
C 4.407 0.233 1.269
C 3.468 0.750 0.383
C 1.317 4.060 -0.016
C 2.458 4.651 0.521
C 2.559 6.032 0.614
C 1.523 6.841 0.170
C 0.383 6.261 -0.368
C 0.279 4.882 -0.455
H -1.857 1.193 -4.917
H -1.097 -0.344 -4.434
H -2.716 0.052 -3.868
H -0.321 3.458 -4.060
H -0.934 5.745 -4.519
H -2.848 6.784 -3.290
H -4.112 5.427 -1.697
H -4.598 0.950 -2.361
H -4.982 -1.460 -2.009
H -4.802 -2.430 0.243
H -4.222 -0.983 2.168
H -3.796 1.414 1.828
H -1.528 2.561 0.792
H -0.450 3.551 2.765
H -1.591 5.340 4.041
H -3.814 6.142 3.312
H -4.893 5.150 1.323
H 0.644 1.175 -5.032
H 2.985 1.629 -5.581
H 4.539 2.444 -3.825
H 3.728 2.733 -1.519
H 1.599 2.524 2.569
H 3.274 1.636 4.129
H 5.078 0.150 3.303
H 5.183 -0.423 0.896
H 3.539 0.495 -0.666
H 3.280 4.037 0.868
H 3.454 6.476 1.033
H 1.603 7.918 0.247
H -0.437 6.878 -0.715
H -0.624 4.445 -0.862
N -0.623 0.517 2.836
C 0.033 -0.511 3.636
C -0.627 -0.660 5.022
C 0.072 -1.528 6.073
C 0.123 -3.036 5.814
N -1.188 -3.571 5.435
C -1.468 -4.358 4.399
N -0.542 -4.746 3.540
N -2.735 -4.823 4.278
C -0.111 -1.840 2.885
O 0.881 -2.630 2.925
O -1.201 -2.053 2.321
H -0.772 1.366 3.373
H -1.538 0.151 2.578
H 1.098 -0.295 3.739
H -1.644 -1.029 4.854
H -0.735 0.344 5.446
H -0.430 -1.362 7.032
H 1.104 -1.194 6.213
H 0.458 -3.546 6.720
H 0.823 -3.255 5.018
H -1.962 -3.319 6.028
H 0.179 -4.020 3.284
H -0.883 -5.261 2.743
H -3.455 -4.422 4.852
H -3.031 -5.106 3.358
C 2.781 -5.841 -3.388
C 1.530 -5.131 -2.945
C 0.739 -4.442 -3.853
C -0.433 -3.803 -3.462
C -1.329 -3.197 -4.509
C -0.805 -3.833 -2.117
C -0.048 -4.555 -1.190
C -0.464 -4.655 0.253
C 1.114 -5.185 -1.621
C -2.083 -3.146 -1.690
O -3.078 -3.807 -1.448
O -2.084 -1.836 -1.693
H 3.253 -5.322 -4.223
H 2.554 -6.858 -3.716
H 3.504 -5.905 -2.575
H 1.029 -4.412 -4.899
H -0.748 -2.783 -5.334
H -1.962 -2.412 -4.100
H -1.984 -3.968 -4.920
H -1.547 -4.765 0.333
H -0.177 -3.766 0.820
H 0.022 -5.518 0.715
H 1.714 -5.730 -0.898
O 1.655 -1.984 -0.019
B 1.062 -1.251 -1.038
O 1.872 -1.234 -2.165
C 2.977 -1.980 -1.830
C 4.093 -2.252 -2.587
C 5.078 -3.031 -1.980
C 4.932 -3.507 -0.679
C 3.798 -3.215 0.080
C 2.840 -2.441 -0.531
H 4.193 -1.879 -3.597
H 5.973 -3.277 -2.536
H 5.718 -4.112 -0.246
H 3.666 -3.560 1.096
```

The value obtained for the total energy is -113379.3825 eV. The charge is 0. For the highest occupied orbital energy, the calculation gives -7.50 eV. The value obtained for the energy relative to the best compared isomer or geometry (same formula, charge and spin) is 70.3 kJ/mol.

Atomic partial charges in e from the Mulliken method, atoms 1 to 2: Bi 1.733; C -1.347


Record 3
Formula: C59H63N7NaS3
Source: the OMol25 dataset
Level of theory: ωB97M-V/def2-TZVPD

XYZ file:
```
133
C59H63N7NaS3 | the OMol25 dataset | ωB97M-V/def2-TZVPD
Na -0.007 0.129 -0.248
C -5.732 -2.123 -2.432
C -5.540 -1.365 -1.119
C -4.328 -0.485 -1.133
C -4.259 0.846 -1.426
C -5.363 1.764 -1.858
C -5.698 2.893 -0.877
C -2.844 1.204 -1.348
N -2.110 0.110 -1.074
C -2.947 -0.936 -0.946
C -2.535 -2.260 -0.727
C -1.230 -2.767 -0.696
C -0.870 -4.178 -0.556
C -1.834 -5.319 -0.458
C -2.373 -5.755 -1.821
C 0.490 -4.230 -0.602
C 0.948 -2.848 -0.777
C 2.289 -2.442 -0.860
C 2.801 -1.147 -1.002
N 2.060 -0.028 -1.092
C 2.893 1.018 -1.243
C 2.487 2.351 -1.361
C 1.179 2.853 -1.411
N 0.065 2.109 -1.307
C -0.994 2.916 -1.500
C -2.327 2.496 -1.523
C -0.537 4.292 -1.712
C 0.821 4.254 -1.646
C 1.794 5.372 -1.849
C 2.351 5.423 -3.273
C -1.420 5.461 -2.013
C -1.884 5.486 -3.470
C 4.282 0.552 -1.225
C 4.225 -0.801 -1.077
C 5.359 -1.776 -1.050
C 5.576 -2.466 -2.397
C 5.489 1.420 -1.396
C 5.711 1.840 -2.850
N -0.113 -2.027 -0.832
C 1.373 -5.437 -0.557
C 1.824 -5.890 -1.946
H -6.595 -2.791 -2.391
H -4.847 -2.718 -2.662
H -5.876 -1.424 -3.257
H -5.463 -2.085 -0.296
H -6.431 -0.764 -0.907
H -6.263 1.174 -2.054
H -5.086 2.204 -2.822
H -6.397 2.559 -0.112
H -6.150 3.741 -1.396
H -4.802 3.250 -0.369
H -3.330 -2.995 -0.626
H -2.676 -5.040 0.184
H -1.353 -6.171 0.032
H -2.910 -4.937 -2.301
H -3.051 -6.607 -1.730
H -1.553 -6.037 -2.484
H 3.026 -3.236 -0.791
H 3.283 3.085 -1.455
H -3.060 3.272 -1.722
H 2.622 5.270 -1.141
H 1.314 6.327 -1.614
H 2.863 4.492 -3.519
H 3.057 6.247 -3.398
H 1.543 5.549 -3.995
H -0.887 6.390 -1.789
H -2.294 5.446 -1.354
H -1.029 5.574 -4.142
H -2.560 6.322 -3.664
H -2.401 4.560 -3.726
H 5.173 -2.535 -0.282
H 6.278 -1.263 -0.752
H 4.662 -2.964 -2.724
H 6.375 -3.210 -2.346
H 5.838 -1.734 -3.164
H 6.377 0.895 -1.031
H 5.396 2.315 -0.770
H 5.852 0.963 -3.484
H 6.589 2.482 -2.952
H 4.843 2.379 -3.232
H 0.851 -6.259 -0.057
H 2.256 -5.224 0.055
H 0.965 -6.181 -2.553
H 2.508 -6.740 -1.892
H 2.327 -5.075 -2.468
S -6.006 3.053 3.321
C -7.345 2.006 3.138
C -6.968 0.796 2.641
C -5.571 0.713 2.410
C -4.907 1.863 2.740
C -3.469 2.137 2.632
C -2.649 1.282 1.854
N -1.348 1.399 1.779
C -0.759 2.403 2.443
C -1.474 3.359 3.178
C -0.768 4.437 3.816
C 0.575 4.533 3.734
C 1.345 3.544 3.032
C 2.746 3.568 2.967
C 3.414 2.561 2.306
C 2.643 1.529 1.726
N 1.337 1.496 1.759
C 0.686 2.479 2.396
C 4.873 2.549 2.171
C 5.722 3.621 2.096
C 7.080 3.242 1.950
C 7.237 1.889 1.918
S 5.745 1.072 2.060
C -2.863 3.193 3.274
H -8.337 2.338 3.396
H -7.659 -0.011 2.444
H -5.083 -0.156 1.995
H -3.085 0.464 1.292
H -1.341 5.176 4.363
H 1.099 5.353 4.212
H 3.292 4.368 3.454
H 3.125 0.724 1.181
H 5.376 4.644 2.107
H 7.897 3.941 1.857
H 8.153 1.333 1.799
H -3.437 3.886 3.880
C -1.365 -3.436 2.863
S -1.566 -1.784 3.540
C -3.361 -1.747 3.615
H -1.491 -4.216 3.616
H -0.373 -3.504 2.420
H -2.081 -3.583 2.056
H -3.780 -1.909 2.619
H -3.666 -0.759 3.959
H -3.767 -2.492 4.301
N 2.392 -2.068 3.094
C 1.633 -1.634 2.320
H 3.069 -2.459 3.706
```

The value obtained for the total energy is -109562.5916 eV. The charge is -1. For the highest occupied orbital energy, the calculation gives -3.24 eV.

Atomic partial charges in e from the Mulliken method, atoms 1 to 2: Na 1.807; C -1.379


The records above give, respectively, Kohn-Sham gap values of 6.10 7.60 5.21 eV.
The records above give, respectively, maximum force values of 2.2 0.5 0.6 eV/A.